Computed, not measured: a 16-piece molecular cluster, C47H114Br4N8O8 overall in a non-equilibrium geometry, with ωB97M-V with the def2-TZVPD basis set.

```
181
Properties=species:S:1:pos:R:3:forces:R:3
H -8.92958 0.93645 1.56378 0.21 0.46 -0.28
O 7.43198 -9.58875 10.95469 0.36 -0.73 -1.18
H 2.59990 5.66839 7.44228 0.98 0.73 -0.61
H 0.14476 12.57970 -9.97231 0.15 3.04 -1.51
Br -3.75739 -2.15973 -2.15381 0.11 -1.04 -0.57
C -2.61157 12.04905 -9.22036 2.65 -3.03 -0.66
H -6.11402 -0.03890 0.26161 -0.24 0.57 -0.10
H -1.58491 -5.39133 -9.66193 0.13 0.06 0.18
C 9.90495 4.90406 4.25647 0.74 0.33 -2.38
H 3.14912 0.21844 8.29155 -0.11 -0.13 0.03
C 2.66737 0.36613 7.33090 -0.38 1.53 -1.71
C -4.25843 -0.85916 4.44844 0.38 -0.92 -0.26
H -7.65960 -4.15562 -1.42584 0.73 -1.11 0.98
O -4.19233 -3.08193 -7.76847 0.33 -0.34 -2.81
H -1.58874 -4.14395 -8.40868 0.36 0.19 1.26
H -2.44638 -2.88643 6.23198 0.15 -0.64 0.38
N 9.50012 -11.16046 10.53339 -0.33 0.47 -1.39
H -5.24290 -2.85394 6.03768 0.59 1.21 0.66
C -8.26950 -0.10369 -0.29414 2.37 -1.69 1.66
H -4.84288 -1.38918 -11.74383 0.09 0.11 0.16
H -3.54157 -5.51425 -7.57190 -0.38 -0.09 -1.51
C -8.76080 -0.06262 1.18416 -0.96 -0.72 -0.51
C -2.10834 14.17236 -8.09950 1.07 0.65 0.13
H 8.52007 2.82502 8.31793 0.74 -0.07 -0.75
C 3.27462 2.91107 7.32192 -1.21 0.58 0.47
H -6.96894 1.54963 -0.22758 0.36 0.10 0.59
H -3.88973 -6.50843 -9.10481 0.30 0.56 0.33
Br -0.16949 -0.41420 4.05236 0.16 -0.02 0.20
C 0.94997 9.43760 -9.02180 0.81 -4.62 0.20
H -8.91750 -4.25092 -2.69681 0.55 0.73 0.91
H 6.63426 -2.20923 1.89097 0.93 1.14 -0.01
H 3.36590 0.19068 6.47073 -0.40 -0.21 0.92
H 9.17467 -9.79954 8.94222 -0.85 -1.22 0.68
H 8.23577 0.65339 5.52149 -0.52 0.10 -0.20
C 8.63743 -10.73643 9.33427 1.32 0.49 -2.18
H 7.92466 -11.61851 7.47212 0.52 0.07 0.59
H -5.03990 -0.09224 4.56629 0.79 0.06 -0.07
H 2.67690 1.96396 5.15595 -2.04 -0.42 0.63
N 6.94407 10.23823 -3.07931 -1.56 -9.90 1.81
H 8.49546 9.62342 3.87635 -0.04 -0.09 -0.10
H 7.45325 1.77572 4.52714 -0.71 -0.55 -0.94
H -9.59096 -3.84401 0.25154 0.54 -0.51 0.49
H -4.77713 14.73469 -9.31714 0.71 -1.47 -0.36
H 1.61199 11.28055 -11.74999 0.81 0.21 2.23
H 3.59663 -0.18345 2.47718 0.28 0.13 -0.70
H -7.97183 -0.52420 1.80725 -0.71 -0.03 -0.21
H 2.95627 -2.92240 1.59045 0.45 0.52 -0.63
H 10.46524 -11.38076 10.14399 -1.28 0.68 1.25
C -2.68183 -1.24651 -9.79799 1.15 1.48 1.79
N -3.97962 -3.13790 -8.97492 -0.21 1.94 3.67
H 1.74314 -0.20192 7.18923 0.50 -0.60 0.28
C -4.59263 -2.15752 6.69523 -2.84 0.65 -1.63
H 1.24355 1.91736 7.73943 0.27 0.79 0.40
C -4.74734 -3.88681 8.44205 0.10 1.32 -1.47
O 2.88795 4.00873 6.49251 0.26 -2.19 -0.14
H -5.39128 -3.24682 9.05418 -0.02 -0.38 -0.06
H -4.78682 -1.71424 3.97156 0.28 0.31 0.25
H 2.74063 10.27953 -10.78125 0.03 0.99 -0.11
H 3.35888 3.21975 8.36460 -0.19 0.06 0.16
H -3.11465 -0.56134 6.28754 -0.26 0.09 0.31
H -3.37835 -0.62585 3.75997 -1.38 0.39 0.88
H 8.33310 -12.81162 8.68233 0.44 0.74 -0.22
C 2.02487 11.13635 -10.65241 -1.18 -5.08 -3.10
C 8.03281 2.61365 6.25502 -0.30 -0.69 -0.23
H -5.62258 -2.64488 -10.84023 -0.14 -0.31 -0.32
H 7.62077 4.10952 4.70267 -0.32 -0.20 0.60
H 9.95686 2.59670 7.16586 0.28 0.53 0.26
C 8.93606 2.33886 7.40218 0.09 0.05 1.15
H 5.41885 -9.73478 11.36358 -0.91 -0.87 -0.35
C -4.63990 -2.24858 -11.09735 -0.27 2.13 0.28
H -10.79698 -0.59825 -0.94339 -1.00 -0.07 0.46
H -4.77374 -11.66216 6.05230 0.02 0.07 -0.03
H -1.71421 -1.91248 5.10895 0.28 0.59 -0.30
C 8.27998 3.91220 5.57181 0.50 0.05 -1.69
N 8.22328 1.60812 5.15654 2.27 -0.49 0.25
H 9.32259 -10.33043 11.12863 0.97 -0.42 0.39
H -10.88355 0.21167 -2.46150 -1.49 1.30 -1.54
C -3.99711 -5.52121 -8.61341 1.25 -0.67 0.34
N -2.60726 -2.32373 5.40472 0.72 -0.42 0.05
H -8.51488 0.92999 -2.19688 -0.29 -0.69 0.70
H -1.54949 13.44130 -7.50991 0.75 0.23 -0.42
H 3.83004 -0.55756 -1.20445 0.21 -0.47 -0.09
H 8.18597 4.73072 6.25353 0.24 0.69 0.51
N -8.08416 -1.68865 -0.50266 -0.14 0.97 -1.18
C -3.65604 -1.36118 5.78724 -0.05 0.18 -0.92
C -3.78128 -3.23673 -11.76952 1.19 0.89 -2.57
H -2.69113 -2.86992 -11.99111 -2.04 -0.54 0.44
H 5.70298 -3.46713 2.19448 -0.77 -1.77 0.20
H -5.03578 -5.37641 -8.50017 -1.34 0.16 0.20
H -2.93478 -2.90741 4.64954 -0.10 -0.46 -0.28
H 2.50900 0.86480 1.86830 -0.37 0.10 -0.30
O -3.93229 -2.91801 7.59132 0.84 -2.20 1.90
H 7.01644 2.46206 6.59229 -0.46 0.27 -0.26
C -3.83888 -4.48607 -10.98896 -1.31 -1.10 0.13
H 9.17595 1.74208 4.68837 -1.56 0.33 0.60
H -3.32309 -5.23357 -11.54322 0.65 -1.01 0.13
H -4.89514 -4.77243 -10.98994 -0.03 -0.30 -0.10
H -5.35167 -4.63392 7.83977 0.85 1.06 0.41
H -10.41250 -2.29635 -2.95404 -0.38 0.27 0.05
H -4.87036 12.96664 -9.96567 -0.82 -0.99 -0.87
H -10.80916 -3.68819 -0.92582 -0.22 0.39 0.03
H -6.07087 -1.07586 -9.32736 0.69 0.31 0.11
H 12.04467 -6.68501 -5.39030 -0.07 0.10 -0.07
Br -3.22361 -4.34129 -3.49061 -0.26 1.06 0.60
N 2.71254 -0.12600 1.92807 0.49 -1.25 1.47
Br 5.02523 1.32596 4.10871 -0.27 0.02 0.14
H 6.43087 -9.43297 12.78327 0.00 0.34 -1.03
C -10.08566 -3.10973 -0.34794 0.44 -0.44 -0.63
C -10.27205 -0.31507 -1.83068 1.79 -2.73 1.01
H -2.32044 -0.97522 -8.72811 -0.54 -0.60 -1.72
C 3.43914 5.23936 6.82845 -1.93 1.15 1.37
H 2.52370 11.94692 -10.25922 0.83 1.94 0.76
C -1.89507 -4.38159 -9.38759 0.34 0.76 -2.46
H -1.62156 10.32686 -8.52648 1.74 0.66 -0.83
H 1.01814 8.67033 -9.84466 -1.37 -0.76 0.91
H -4.90873 0.23417 -9.28404 0.68 1.62 -0.78
H 3.73038 -2.70340 -0.01918 0.00 -0.33 -0.58
C -9.72514 -1.62372 -2.44764 1.07 0.69 0.81
C 7.21837 -10.40556 9.79078 2.11 -0.47 1.67
H -4.88145 -0.95394 -8.04117 -0.16 0.41 0.22
H 1.89533 9.15388 -8.63510 1.39 0.31 0.95
H 6.11889 -8.19181 11.48289 -0.22 0.94 0.36
C 3.45197 -0.05150 -0.33136 -0.05 1.67 -0.89
C 8.69011 -11.83492 8.25692 -2.30 -0.61 0.14
C -6.82923 0.48377 -0.38575 -1.41 -0.45 0.56
H -5.22553 -1.38005 7.17092 -0.20 -0.52 -0.12
H 1.74151 -1.09520 0.42773 -1.89 -0.53 -0.73
C -8.24402 -3.58651 -2.07879 -0.66 0.70 -1.86
C -9.10692 0.49591 -1.34664 -0.71 1.80 -0.95
H -1.44876 14.87813 -8.70471 -0.77 -0.97 0.96
H -7.53535 -3.11227 -2.81575 -0.69 -0.29 0.78
H 1.44662 2.96433 5.55657 -0.77 1.15 0.00
C -3.00379 13.35659 -8.93720 -4.09 0.52 -2.65
H 5.95558 -2.90166 0.43935 0.29 -0.87 0.05
O 6.74574 8.99674 -2.86089 1.59 9.91 -1.71
C 5.77925 -2.68746 1.48876 0.40 0.62 -0.68
H 0.24351 9.52777 -8.23564 -0.94 -1.19 0.38
C 0.95164 10.54534 -9.75726 -2.40 12.65 -1.63
H 8.97090 1.28885 7.64255 -0.24 -0.60 0.09
H 2.07021 -0.59860 2.56403 -0.83 0.47 0.32
H 10.92501 4.80144 3.84145 -0.34 0.05 0.64
C -0.09097 11.72312 -9.50631 3.71 -8.37 1.57
H 4.26289 0.55717 0.11113 -0.21 -0.67 -0.06
H 8.80846 -1.90044 -8.98634 0.06 -0.10 0.08
H -2.59587 14.68589 -7.28993 -0.61 0.82 -0.15
H 3.59217 5.77255 5.89092 0.37 0.28 0.43
H 4.26278 5.18173 7.53470 0.59 -0.06 -0.51
C -4.08773 -1.73922 -9.77135 0.20 -1.82 -1.09
C -9.05564 -2.51114 -1.33239 -0.17 0.20 -1.09
H 4.26017 2.57189 7.02763 0.16 -0.55 -0.36
O -7.09691 -2.21892 -0.07235 -0.27 0.19 0.23
H -9.53557 1.36055 -0.84353 -0.02 0.43 -0.08
H 6.62031 -10.04305 8.98583 -0.33 0.96 -0.48
O 9.58783 3.77396 4.99059 -0.70 -0.71 1.26
H 9.10628 -11.97943 10.99888 0.13 -0.09 -0.02
H 1.03302 1.29471 5.47617 0.30 0.34 -0.60
H 2.75204 0.68346 -0.73959 -0.05 0.06 0.04
H -1.92570 -1.83000 -10.30823 -0.21 -0.11 0.08
H -6.55347 0.42095 -1.40343 0.75 -0.35 -1.12
O 4.71137 -1.80127 1.53588 -0.53 1.02 0.57
H 9.27907 4.97163 3.32387 0.08 0.22 0.93
C -4.31192 13.71789 -9.51019 3.86 1.93 3.19
C -3.43941 -4.42226 -9.52599 0.81 0.18 0.21
C -1.23140 11.32470 -8.88480 -7.36 1.57 -1.18
C 2.16397 1.83851 7.16619 1.08 -0.46 -0.67
N 1.72702 2.02794 5.72228 2.71 -2.14 -0.38
H 6.80221 -11.34745 10.07923 -0.75 -0.76 0.43
H -3.99674 -4.37094 9.04386 0.05 -0.19 0.12
H -2.76764 -0.29740 -10.31215 0.26 0.33 -0.23
C -5.01549 -0.78471 -9.10898 -1.80 -2.75 1.74
C 2.73634 -0.91630 0.65097 2.86 0.07 0.98
H -1.37219 -3.66317 -10.12504 -0.99 -1.25 1.17
C 6.28452 -9.22391 11.69120 0.38 0.11 1.21
H -4.28064 -3.37575 -12.78546 1.00 -0.27 1.13
H -3.28143 11.40300 -9.94857 1.04 1.00 2.19
H -8.94642 -1.33199 -3.18782 -0.38 -0.36 0.35
C 3.53578 -2.21892 0.92036 -1.24 0.19 1.25
H 9.59180 -12.01397 7.70314 0.77 0.25 0.20
H -10.54764 -2.43209 0.35477 -0.30 0.39 -0.25
H -9.77352 -0.56133 1.27068 1.29 0.25 0.14
H 9.82095 5.77329 4.87809 0.01 0.75 0.04
```
Positions in Å, forces in eV/Å.

## Properties
Charge = +4
Energy relative to the best compared isomer or geometry (same formula, charge and spin) = 20.4 kJ/mol
Kohn-Sham gap = 0.74 eV
Calculated total energy = -13192.5474 hartree
Maximum force = 13.0 eV/Å

Here are the Löwdin charges for atoms 1 to 99, given in e: 0.09 -0.21 0.12 0.07 -0.19 -0.06 0.09 0.11 -0.10 0.09 -0.03 -0.03 0.06 0.17 0.08 0.15 0.21 0.16 -0.41 0.15 0.12 0.00 -0.08 0.12 -0.17 0.10 0.12 -0.19 -0.10 0.12 0.08 0.05 0.18 0.16 -0.31 0.11 0.09 0.08 0.15 -0.23 -0.02 0.09 0.08 0.13 0.03 0.09 0.15 0.21 -0.01 0.03 0.07 -0.27 0.15 0.03 -0.25 0.09 0.09 0.09 0.14 0.15 0.08 0.11 -0.06 -0.35 0.14 0.14 0.09 -0.03 0.08 -0.16 0.10 -0.21 -0.04 -0.17 0.18 0.16 0.10 0.00 0.17 0.15 0.07 0.09 0.14 -0.03 -0.33 -0.20 0.16 0.08 0.07 0.16 0.15 -0.22 0.13 -0.15 0.20 0.13 0.14 0.11 0.13